{
  "formula": "C3H3ClN2",
  "method": "ωB97M-V/def2-TZVPD",
  "species": ["N", "N", "H", "H", "C", "H", "Cl", "C", "C"],
  "xyz": [[2.96, -1.63, -0.99], [-1.81, 1.37, 0.86], [0.80, -0.26, -0.54], [-2.30, 1.51, 1.80], [-0.75, 0.93, 0.56], [2.46, -0.99, 0.97], [1.59, 1.97, 0.00], [2.71, -1.28, 0.06], [0.41, 0.67, -0.02]],
  "e_tot_ha": -685.71386,
  "homo_ha": -0.3224,
  "smiles": "N=C=CCl.C#N"
}


{
  "formula": "C4H5NO",
  "method": "ωB97M-V/def2-TZVPD",
  "species": ["C", "H", "H", "C", "H", "H", "C", "H", "C", "N", "O"],
  "xyz": [[-1.61, -0.37, -0.19], [0.30, 0.96, -1.39], [-0.16, 1.30, 1.12], [0.80, 0.24, -0.74], [1.59, -0.29, -1.26], [1.35, 0.79, 0.05], [0.45, 0.60, 1.76], [-0.06, -1.77, -0.34], [-0.18, -0.72, -0.03], [-2.72, -0.10, -0.32], [0.23, -0.63, 1.35]],
  "e_tot_ha": -285.24990,
  "homo_ha": -0.3379
}


{
  "formula": "C4H7NO",
  "method": "ωB97M-V/def2-TZVPD",
  "species": ["H", "C", "C", "N", "C", "H", "O", "H", "H", "H", "C", "H", "H"],
  "xyz": [[-0.83, -1.37, -0.87], [-0.10, 0.65, 0.02], [-1.12, 0.86, 1.00], [0.98, -0.19, 0.44], [-1.12, -0.29, -0.88], [-2.20, -0.23, -0.96], [2.55, -1.60, -0.41], [1.80, 0.01, -1.43], [0.80, -0.85, 1.20], [-1.20, 0.29, 1.92], [1.83, -0.63, -0.53], [-1.66, 1.81, 1.00], [0.26, 1.53, -0.50]],
  "e_tot_ha": -286.47202,
  "homo_ha": [-0.3140, -0.3221]
}


Energy relative to the best compared isomer or geometry (same formula, charge and spin) / eV: 2.764, 4.481, 4.344